# 1
The following is a quantum chemistry calculation of 15 unconnected molecules or ions with the total composition C19H68N4O15, from the Open Molecules 2025 dataset.

XYZ file:
```
106
Properties=species:S:1:pos:R:3:mulliken_charge:R:1
C 1.58908 5.13619 1.96237 -1.394
C 2.35108 3.78319 2.31037 -0.527
O 1.70308 2.62219 1.85237 -0.425
H 1.21308 5.23319 0.93837 0.291
H 2.24408 6.04619 2.17337 0.287
H 0.72408 5.21819 2.55737 0.407
H 2.32508 3.72519 3.36637 0.600
H 3.32808 3.78419 1.93437 0.322
H 1.60508 2.03919 2.64237 0.119
C -2.90092 -3.17781 -2.11263 0.200
C -3.62492 -4.20981 -1.21863 -0.407
O -2.94092 -4.27781 -0.05363 -0.487
H -3.51892 -2.23081 -2.24363 0.022
H -2.49792 -3.44581 -3.09763 0.440
H -1.98192 -2.89281 -1.58463 -0.623
H -3.53092 -5.25481 -1.58263 0.391
H -4.69292 -4.07281 -1.23263 0.245
H -2.71292 -5.18581 0.23337 0.333
C -3.04392 2.34919 1.68237 -0.569
C -1.71392 2.90219 2.21737 0.371
O -1.89992 4.05819 2.88237 -0.635
H -3.67392 1.94219 2.48037 0.257
H -2.87592 1.50619 0.91537 -0.211
H -3.62092 3.16219 1.29937 0.460
H -1.05892 3.10419 1.36537 0.062
H -1.12892 2.20719 2.81637 -0.077
H -1.75392 4.79819 2.29937 0.391
C -3.60992 2.05819 -3.67663 -1.482
C -2.82792 0.75219 -3.74163 0.230
O -2.63692 0.39319 -2.37763 -0.545
H -3.61692 2.60519 -4.55863 0.402
H -3.38392 2.64819 -2.77563 0.261
H -4.59292 1.67719 -3.58063 0.399
H -1.78292 0.79019 -4.21563 0.044
H -3.33392 -0.08881 -4.26263 0.308
H -1.87292 -0.17781 -2.32863 -0.234
C 2.30808 -0.67281 3.07237 0.201
O 1.58908 0.39119 3.51337 -0.895
N 2.91608 -1.50181 3.84937 -0.372
N 2.33308 -0.98281 1.82137 0.491
H 2.74908 -1.29981 4.91537 0.402
H 3.25908 -2.37781 3.47637 0.253
H 1.86108 -0.32181 1.14037 -0.473
H 2.84908 -1.72881 1.38537 0.314
C 0.10508 0.03819 0.04637 -1.278
O -0.43292 -0.59081 -1.02063 2.065
N -0.48692 0.08919 1.17137 1.708
N 1.31708 0.57019 0.04537 1.693
H -1.37592 -0.34181 1.16837 -0.589
H 0.00908 0.03519 2.03937 0.122
H 1.83908 0.18719 -0.80963 -0.521
H 1.60108 1.40319 0.66437 0.007
C 1.39108 1.74619 -3.89663 -0.313
O 0.51808 0.71419 -3.57563 -0.367
H 0.95608 2.49419 -4.44863 0.492
H 2.27208 1.34119 -4.37763 0.241
H 1.66208 2.05219 -2.94663 -0.326
H 1.00208 0.06319 -3.05663 0.021
C -3.05392 -1.33781 3.75937 0.173
O -3.57992 -1.49881 5.07137 -0.603
H -2.07892 -1.85981 3.76037 0.014
H -2.89492 -0.25481 3.43037 0.066
H -3.73592 -1.87281 3.08637 -0.015
H -2.85492 -1.23881 5.66137 0.329
C 0.10708 -3.22081 2.53437 -0.739
O 0.46408 -2.93381 3.88537 -0.715
H 0.76108 -3.94181 2.12637 0.512
H 0.18108 -2.30881 1.97237 0.101
H -0.89792 -3.51481 2.53037 0.458
H 1.23608 -2.33881 3.87837 0.423
C 3.71708 -0.00381 -2.02663 -1.148
O 2.50108 -0.58881 -2.40663 -0.437
H 3.68408 1.02419 -1.55863 0.221
H 4.40408 0.00319 -2.89663 0.347
H 4.25208 -0.58581 -1.35763 0.490
H 2.64908 -1.57781 -2.28063 0.229
C 2.95808 3.89819 -1.09963 -0.275
O 3.24308 3.98119 -2.48163 -0.568
H 2.50008 2.94719 -0.78763 -0.013
H 2.33108 4.76319 -0.89363 0.279
H 3.91908 3.93119 -0.53463 0.202
H 2.33008 4.35119 -2.86063 0.356
C -0.26892 -2.15081 -3.91863 -0.703
O -0.93492 -2.64081 -4.99763 -0.624
H 0.05108 -2.86781 -3.12063 0.466
H -0.84392 -1.32381 -3.49163 -0.219
H 0.53308 -1.67681 -4.33563 0.508
H -0.83792 -3.60681 -5.04563 0.375
C 4.76708 1.39519 1.20737 -0.644
O 4.76608 0.09819 1.64637 -0.652
H 4.38308 1.94919 1.98537 0.386
H 4.14108 1.51719 0.36437 0.003
H 5.81308 1.76119 1.02537 0.376
H 3.84008 -0.14781 1.60037 0.408
C -3.85592 -1.09081 0.48437 -0.538
O -2.63792 -1.72681 0.71237 0.043
H -4.72892 -1.72481 0.59237 0.322
H -3.68592 -0.78681 -0.55763 -0.053
H -3.96692 -0.12281 1.06737 0.155
H -2.55092 -2.44881 0.08437 -0.572
C 0.57808 -3.81581 -0.40763 -0.445
O 1.22808 -2.71481 -0.90863 -0.544
H 1.23208 -4.49581 0.10437 0.433
H 0.11008 -4.50081 -1.16263 0.236
H -0.27092 -3.47481 0.17237 -0.167
H 0.50408 -2.05881 -1.07463 -0.344
```

For the relative energy (zero: lowest compared OMol25 entry of this formula, charge and spin), the calculation gives 309.4 kJ/mol. For the strongest force on any atom, the calculation gives 6.57 eV/A. The value obtained for the orbital gap is 0.3375 hartree. Its HOMO energy is -9.06 eV.



# 2
The following is a quantum chemistry calculation of a molecular structure, C24H27N9O4Zr, from the Open Molecules 2025 dataset.

XYZ file:
```
65
Properties=species:S:1:pos:R:3:nbo_charge:R:1
Zr 0.49580 0.52560 0.12040 2.326
C -1.79110 -1.61990 0.71900 -0.229
C -1.63050 -1.71690 -0.79360 -0.227
N -1.18250 -0.42620 -1.33240 -0.674
C -2.25770 0.55760 -1.54870 -0.263
C -2.20070 1.69360 -0.55140 0.247
C -2.89530 2.87410 -0.77960 -0.239
C -2.83190 3.87900 0.17460 -0.077
C -2.09400 3.66320 1.32980 -0.226
C -1.43660 2.45070 1.49360 0.284
C -0.64400 2.12590 2.74030 -0.270
N 0.42690 1.15560 2.44630 -0.670
C 0.40650 -0.04380 3.29150 -0.232
C -0.69970 -0.97100 2.78970 -0.234
N -0.52420 -1.20140 1.34170 -0.696
N -1.49710 1.48230 0.56750 -0.618
H -2.54660 -0.86420 0.95700 0.220
H -2.13800 -2.58260 1.11600 0.232
H -0.87480 -2.47170 -1.03500 0.224
H -2.58110 -2.03980 -1.24110 0.229
H -0.75930 -0.61550 -2.23950 0.424
H -2.19000 0.98030 -2.55730 0.247
H -3.24670 0.08240 -1.46660 0.238
H -3.46940 3.00620 -1.68370 0.249
H -3.33620 4.81970 0.01210 0.255
H -2.02260 4.42820 2.08610 0.253
H -0.22840 3.05380 3.14670 0.251
H -1.33680 1.72520 3.49540 0.237
H 1.32330 1.62850 2.58540 0.429
H 1.38410 -0.53590 3.21710 0.240
H 0.22890 0.20060 4.34770 0.232
H -0.68560 -1.90610 3.36420 0.236
H -1.67470 -0.49840 2.94900 0.216
H 0.14830 -1.96780 1.24340 0.399
N 3.29760 -1.62040 -2.38090 -0.465
C 3.17390 -2.73610 -1.61250 -0.030
C 2.07810 -2.53640 -0.82110 -0.082
N 1.53090 -1.31070 -1.08180 -0.550
C 2.29510 -0.77690 -2.04420 0.335
C 1.96460 0.50700 -2.59600 0.300
N 0.85740 1.13110 -2.17970 -0.552
C 0.78640 2.28660 -2.89100 -0.039
C 1.85160 2.36500 -3.74770 -0.002
N 2.58310 1.23720 -3.55450 -0.459
H 4.02110 -1.47450 -3.07050 0.449
H 3.84160 -3.56870 -1.68490 0.260
H 1.66310 -3.21590 -0.10100 0.228
H 0.00010 2.99890 -2.73400 0.243
H 2.12450 3.12300 -4.45240 0.259
H 3.45850 1.04190 -4.01520 0.447
O 6.92840 1.80690 3.43040 -0.496
C 5.79130 1.58910 3.23810 0.783
O 4.60670 1.66730 3.77800 -0.485
C 4.76260 1.12040 2.30950 0.032
C 4.34420 -0.27770 2.18260 -0.247
C 3.22050 -0.58090 1.50660 -0.008
N 2.45570 0.33060 0.80650 -0.821
C 3.02040 1.59630 0.69550 0.041
C 4.14510 2.00200 1.31710 -0.220
C 2.21380 2.51670 -0.18030 0.751
O 2.69130 3.23770 -1.02530 -0.540
O 0.92870 2.41740 0.06200 -0.848
H 4.92300 -1.04230 2.67280 0.245
H 2.90040 -1.61900 1.42210 0.200
H 4.53000 2.99400 1.14830 0.257
```

For the relative energy (zero: lowest compared OMol25 entry of this formula, charge and spin), the calculation gives 99.0 kJ/mol. Its net charge is +2. For the strongest force on any atom, the calculation gives 2.88 eV/A. The value obtained for the orbital gap is 0.2627 hartree. Its HOMO energy is -13.02 eV.



# 3
The following is a quantum chemistry calculation of C7H6 in the gas phase, from the Open Molecules 2025 dataset.

XYZ file:
```
13
Properties=species:S:1:pos:R:3:mulliken_charge:R:1
C 1.00045 1.28419 -0.11763 -0.040
C 2.38549 0.94190 -0.11454 -0.752
C 1.40881 -0.07229 0.93475 -0.640
C 0.08321 0.25479 -0.08160 0.737
C 2.37856 -0.53986 -0.20788 0.174
C 1.05845 -1.07267 -0.32152 -0.198
C -1.40296 0.32384 -0.00161 -1.007
H 0.81864 2.32476 0.17544 0.333
H 3.18345 -1.26377 -0.00244 0.258
H 0.82125 -2.16341 -0.13313 0.278
H -1.67652 0.60380 1.07071 0.283
H -1.92966 -0.68007 -0.33431 0.292
H -1.77506 1.22442 -0.72158 0.283
```

For the relative energy (zero: lowest compared OMol25 entry of this formula, charge and spin), the calculation gives 522.1 kJ/mol. For the strongest force on any atom, the calculation gives 5.43 eV/A. The value obtained for the orbital gap is 0.3286 hartree. Its HOMO energy is -8.17 eV.



# 4
The following is a quantum chemistry calculation of 2 unconnected molecules or ions with the total composition C6H11N2O, from the Open Molecules 2025 dataset.

XYZ file:
```
20
Properties=species:S:1:pos:R:3:nbo_charge:R:1
C 0.00234 1.67324 1.18347 0.099
C 3.40746 -1.29160 -0.07755 0.458
C 0.24755 0.15074 1.14483 -0.292
C -0.16206 1.12107 -0.92975 -0.073
C -1.95090 -0.19879 0.17171 -0.427
C -0.01408 -1.29082 -0.78233 -0.414
N -0.05335 2.13916 0.02775 -0.346
N -0.48881 -0.07123 -0.10389 -0.210
O 4.42791 -1.13779 -0.54066 -0.442
H 0.12849 2.38705 1.97171 0.240
H -0.90030 1.36938 -1.66644 0.242
H 1.30575 -0.08234 0.96471 0.255
H -0.10586 -0.27495 2.01531 0.249
H 0.77388 0.81731 -1.34769 0.219
H -2.06064 0.40374 1.07498 0.230
H -2.48135 0.39058 -0.70063 0.244
H -2.37712 -1.23753 0.33062 0.265
H 1.06161 -1.27567 -0.93499 0.236
H -0.26272 -2.12463 -0.11043 0.231
H -0.49780 -1.46693 -1.69073 0.236
```

For the relative energy (zero: lowest compared OMol25 entry of this formula, charge and spin), the calculation gives 265.3 kJ/mol. Its net charge is +1. For the strongest force on any atom, the calculation gives 3.24 eV/A. The value obtained for the orbital gap is 0.4274 hartree. Its HOMO energy is -14.82 eV.